Formula: C36H37N2O4RhS3
Source: the OMol25 dataset
Level of theory: wB97M-V/def2-TZVPD

Last column: Mulliken spin population.
CARTESIAN COORDINATES (ANGSTROEM)
Rh  0.1403  -0.6093  -0.2173  1.17
S  2.2885  -0.2279  -0.4696  0.49
S  1.0131  2.7143  0.1425  0.00
S  0.6385  -2.7679  -0.0355  0.20
O  -4.0804  -1.3457  0.0877  0.24
O  2.4131  2.3318  0.4860  0.02
O  -1.8244  -1.2648  -0.0325  0.12
O  -1.5613  1.2672  -0.0543  0.04
N  2.9557  -4.0160  0.5391  0.27
N  4.4695  -1.7666  -0.2283  0.37
C  -4.8802  1.0513  1.6101  0.06
C  2.8291  -6.4459  0.9730  0.01
C  -4.7492  2.2487  -3.6958  0.07
C  2.9379  -7.0408  -0.2820  0.00
C  4.3822  -3.9576  0.8308  0.01
C  5.0817  -3.0864  -0.1993  -0.03
C  -3.4971  2.7112  -3.3150  -0.02
C  7.8026  -0.5349  3.2610  0.00
C  6.4335  -0.3285  3.3733  0.00
C  2.3752  -2.8736  0.1324  0.21
C  1.2997  4.8652  -1.4631  0.00
C  7.5760  -0.7652  0.8800  0.00
C  -5.4052  1.3188  -2.8991  -0.02
C  -2.9109  2.2647  -2.1474  0.06
C  0.4963  3.8574  -2.2767  0.00
C  -3.5850  1.4467  1.2536  0.03
C  1.0232  4.5499  -0.0029  0.00
C  6.2069  -0.5551  0.9884  0.01
C  -5.4814  1.5293  2.7582  -0.03
C  3.5227  -8.2897  -0.4100  0.00
C  -4.8072  2.4125  3.5903  0.06
C  5.3240  -0.5770  -0.2392  -0.01
C  3.9138  -8.3557  1.9632  0.00
C  -3.5742  1.3457  -1.3198  0.07
C  -2.9919  -0.8881  0.0211  0.09
C  8.3732  -0.7495  2.0150  0.00
C  5.6370  -0.3400  2.2404  0.01
C  -4.8211  0.8610  -1.7338  0.07
C  -2.9134  2.3322  2.1115  0.05
C  2.1623  -5.1051  1.1255  -0.03
C  3.3244  -7.1072  2.0916  0.00
C  -2.9275  1.0021  -0.0151  0.12
C  0.8622  2.5031  -1.6903  0.02
C  3.1287  -1.7359  -0.1582  0.19
C  4.0061  -8.9496  0.7124  0.00
C  -3.5209  2.8100  3.2576  -0.01
H  1.1893  -5.1095  0.6315  0.00
H  -5.3256  0.0913  -1.1760  0.01
H  1.0221  5.8924  -1.6973  0.00
H  5.9391  -0.5928  -1.1417  0.01
H  0.0404  4.9013  0.3151  0.00
H  -5.4164  0.3348  1.0137  0.01
H  -1.9554  2.6647  -1.8409  0.01
H  4.7896  -4.9656  0.8017  0.00
H  -5.2055  2.5962  -4.6124  0.00
H  -6.4837  1.2058  3.0020  0.00
H  4.9966  -3.5358  -1.1936  0.02
H  3.5873  -8.7574  -1.3830  0.00
H  4.4553  -9.9280  0.6121  0.00
H  0.1436  1.7049  -1.9004  -0.01
H  -2.9828  3.4409  -3.9260  0.00
H  -2.9931  3.5128  3.8875  0.00
H  0.7556  3.9002  -3.3342  0.00
H  2.5494  -6.5288  -1.1556  0.00
H  9.4404  -0.8989  1.9244  0.00
H  5.9905  -0.1496  4.3436  0.00
H  -0.5725  4.0597  -2.1804  0.00
H  3.2459  -6.6427  3.0679  0.00
H  6.1353  -2.9903  0.0519  0.00
H  -1.2824  1.5836  0.8188  0.00
H  8.0230  -0.9247  -0.0946  0.00
H  8.4258  -0.5176  4.1444  0.00
H  1.7869  4.9042  0.6859  0.00
H  1.9966  -4.8987  2.1885  0.01
H  4.6918  0.3094  -0.2525  0.01
H  1.8536  2.1852  -2.0133  0.01
H  -5.2769  2.7813  4.4913  0.00
H  4.5434  -3.5416  1.8329  0.01
H  4.5689  -0.1634  2.3198  0.00
H  2.3640  4.7429  -1.6709  0.00
H  -1.9297  2.7289  1.8783  0.00
H  -6.3759  0.9413  -3.1884  0.00
H  4.2906  -8.8662  2.8388  0.00

Atoms 1-3, force components in eV/Å:
0.432 -1.213 -0.020
-0.398 0.265 -0.126
0.441 0.753 -0.389

Properties
Kohn-Sham gap (spin up / spin down) in Ha: 0.2221 / 0.1890
Net charge: +2
E_tot in a.u.: -3108.9635
LUMO (spin up / spin down) in eV: -7.006 / -8.509
Spin multiplicity: 5
<S²>: 6.05